Record 1
Entry from the OMol25 dataset: C4H6ClNO in the gas phase (ωB97M-V/def2-TZVPD).

Geometry as XYZ:
```
13
Properties=species:S:1:pos:R:3:forces:R:3:mulliken_charge:R:1
C 2.14463 0.33077 -0.03858 -1.07 -2.64 0.97 0.582
C 0.00963 1.10270 0.24498 -1.05 0.03 0.03 -0.610
C -0.36555 -0.49923 0.56049 0.31 1.64 0.06 0.525
C -1.42133 -0.68068 -0.55287 0.12 -1.52 2.72 -1.630
N 1.37046 1.22385 0.07405 2.69 0.28 -0.04 -0.343
O 0.75598 -1.20325 0.47863 2.48 0.26 -1.88 -0.683
Cl 3.67963 -0.27553 -0.22875 -0.66 0.53 -0.02 -0.058
H -0.28538 1.47238 -0.78312 -1.08 -0.33 1.48 0.309
H -0.27237 1.68131 1.11329 -0.54 0.65 -0.28 0.316
H -0.61853 -0.74147 1.63773 -1.17 1.34 -0.94 0.336
H -1.66479 -1.69513 -0.50552 -0.83 -1.85 -0.02 0.413
H -1.00130 -0.57545 -1.47325 1.54 0.65 -2.61 0.451
H -2.33107 -0.14027 -0.52708 -0.75 0.96 0.53 0.392
```
Positions in Å, forces in eV/Å.

Results
Net charge: 0
Largest force on an atom (Eh/bohr): 0.0607
Orbital gap (hartree): 0.328
2S+1: 1
Molecular weight (Da): 119.551

***

Record 2
Entry from the OMol25 dataset: 2 unconnected molecules or ions with the total composition C4H6ClNO3 (ωB97M-V/def2-TZVPD).

Geometry as XYZ:
```
15
Properties=species:S:1:pos:R:3:forces:R:3:mulliken_charge:R:1
C 1.80117 -1.33078 -0.72085 -4.59 -2.52 -2.00 0.507
C -1.28792 -0.67705 0.99730 -1.55 -0.56 -0.42 -1.104
C -1.27448 0.51304 -0.03230 -3.58 -0.06 1.97 -0.304
C -0.09289 0.70538 -0.79173 2.18 0.02 0.36 -0.518
N 0.99929 1.37073 -0.19980 1.12 -1.34 0.13 0.807
O 2.03331 1.59618 -0.86717 -1.44 0.79 0.11 -0.569
O 1.40309 -2.39946 -1.05853 1.00 1.60 0.50 -0.354
O 0.97753 1.43625 1.02640 0.10 0.79 0.35 -0.530
Cl 3.02876 -0.67462 -0.00457 3.12 0.81 1.65 0.002
H -2.29799 -0.81148 1.58069 2.03 0.68 -1.05 0.301
H -0.42808 -0.71026 1.64001 0.18 0.44 0.56 0.337
H -1.19450 -1.57072 0.37899 -0.13 -0.21 0.04 0.308
H -1.40472 1.49194 0.56609 -0.24 -1.33 -0.87 0.280
H -2.20374 0.28148 -0.69976 1.77 0.92 0.93 0.266
H -0.05886 0.77938 -1.81480 0.02 -0.04 -2.26 0.571
```
Positions in Å, forces in eV/Å.

Results
Net charge: 0
Largest force on an atom (Eh/bohr): 0.1090
Orbital gap (spin up / spin down) (hartree): 0.309 / 0.256
2S+1: 1
Molecular weight (Da): 151.549

***

Record 3
Entry from the OMol25 dataset: C4H6ClNOS in the gas phase (ωB97M-V/def2-TZVPD).

Geometry as XYZ:
```
14
Properties=species:S:1:pos:R:3:forces:R:3:mulliken_charge:R:1
O 1.72562 0.94963 -1.33303 1.11 0.03 -2.10 -0.439
N 0.74467 0.33910 -0.64779 0.76 -0.45 1.90 0.284
C 1.08714 -0.63337 0.47293 -2.30 0.18 0.63 -0.573
C -0.23916 -0.11765 1.29945 0.16 -0.25 -1.28 0.036
Cl -0.89126 -1.40369 2.47842 0.82 1.57 -0.61 -0.207
C -1.33212 0.07197 0.17969 0.23 0.24 2.03 -0.849
C -0.54108 0.49533 -1.00679 1.26 -0.96 0.35 0.286
S -0.76719 0.68345 -2.60996 -1.45 1.01 -0.96 -0.522
H 1.37838 1.10742 -2.29142 0.12 -0.68 1.79 0.327
H 0.84300 -1.86064 0.13390 1.20 3.71 0.93 0.273
H 2.10649 -0.39832 1.04440 -2.33 -0.67 -1.69 0.300
H -0.13841 0.99331 1.60296 0.46 -2.23 0.81 0.352
H -2.16981 0.60174 0.68309 0.67 0.73 -1.10 0.370
H -1.80626 -0.82829 -0.00585 -0.71 -2.24 -0.69 0.363
```
Positions in Å, forces in eV/Å.

Results
Net charge: 0
Largest force on an atom (Eh/bohr): 0.0779
Orbital gap (hartree): 0.327
2S+1: 1
SMILES: ON1C[C@H](Cl)CC1=S
Molecular weight (Da): 151.618

***

Record 4
Entry from the OMol25 dataset: C4H6ClNS in the gas phase (ωB97M-V/def2-TZVPD).

Geometry as XYZ:
```
13
Properties=species:S:1:pos:R:3:forces:R:3:mulliken_charge:R:1
C 0.38818 1.34779 0.13584 -0.63 -0.39 -1.44 -1.188
C -0.67199 0.14923 0.15421 2.87 -0.67 -0.94 0.741
C -0.08647 -1.28644 0.20327 3.90 2.51 -0.08 -0.228
N 1.18363 -1.68320 0.05760 -4.32 1.36 0.50 -0.446
S 2.40479 -0.54410 -0.17520 1.94 -2.13 -0.07 -0.165
C -1.95676 0.30514 -0.16163 -1.90 2.82 -1.34 -0.320
Cl -3.20389 -0.88650 -0.08517 0.19 -0.60 0.04 -0.175
H 1.26355 1.22749 -0.67431 -2.65 0.49 1.58 0.269
H -0.24668 2.24160 -0.08932 0.93 -0.42 0.28 0.328
H 0.91745 1.44651 1.10600 -0.62 -0.05 -0.49 0.397
H -0.79282 -2.00351 0.39456 -1.39 -2.06 0.25 0.415
H 3.33563 -1.58755 -0.23316 -0.59 1.20 0.01 0.150
H -2.53461 1.27356 -0.63268 2.26 -2.07 1.69 0.223
```
Positions in Å, forces in eV/Å.

Results
Net charge: 0
Largest force on an atom (Eh/bohr): 0.0902
Orbital gap (hartree): 0.324
2S+1: 1
SMILES: CC(/C=N\S)=C/Cl
Molecular weight (Da): 135.619

***

Let's list energy above the lowest of the compared OMol25 structures with the same formula, charge and spin in order: 108.76, 154.02, 95.31, 57.55 kcal/mol.